16
Properties=species:S:1:pos:R:3 method="wB97M-V/def2-TZVPD" molar_mass_g_mol=99.1 gap_ev=8.024 fmax_ev_per_a=0.49 homo_energy_ev=-8.737 multiplicity=1
C -0.30 1.80 -0.02
C 0.58 0.55 -0.04
C 1.03 0.08 1.35
C 0.50 -1.91 -0.21
C -0.12 -0.66 -0.62
N -1.11 -0.59 -1.42
O -1.51 -1.92 -1.70
H 0.23 2.64 0.45
H -1.22 1.62 0.54
H -0.58 2.09 -1.04
H 1.47 0.74 -0.65
H 1.83 0.70 1.78
H 0.19 0.05 2.05
H -0.15 -2.42 0.52
H 1.46 -0.94 1.26
H -2.29 -1.81 -2.25



16
Properties=species:S:1:pos:R:3 method="wB97M-V/def2-TZVPD" molar_mass_g_mol=99.1 gap_ev=10.513 fmax_ev_per_a=1.00 homo_energy_ev=-9.634 multiplicity=1 smiles="CC1(C)CNC1=O"
C 1.32 0.75 0.04
C 0.07 -0.12 0.19
C 0.48 -1.36 1.04
C -1.18 0.99 0.11
N -1.35 0.51 -1.25
C -0.63 -0.63 -1.07
O -0.71 -1.73 -1.58
H 2.21 0.20 -0.29
H 1.54 1.17 1.03
H 1.14 1.59 -0.64
H 0.91 -1.15 2.03
H 1.29 -1.85 0.47
H -0.29 -2.13 1.13
H -2.03 0.78 0.76
H -1.01 2.09 0.12
H -1.77 0.90 -2.08



16
Properties=species:S:1:pos:R:3 method="wB97M-V/def2-TZVPD" molar_mass_g_mol=99.1 gap_ev="7.972 / 7.973" fmax_ev_per_a=0.63 homo_energy_ev="-7.363 / -7.364" multiplicity=1
C -1.20 -0.33 1.32
C 0.06 -0.11 -0.50
C -0.04 -1.20 -1.41
C -0.19 1.37 -0.73
O 1.02 1.67 0.03
C 1.28 0.33 0.24
N 2.23 -0.29 0.79
H -0.85 0.49 1.95
H -2.26 -0.20 1.06
H -1.01 -1.30 1.80
H 0.65 -2.04 -1.33
H -0.72 -1.03 -0.14
H -0.81 -1.21 -2.17
H -1.08 1.80 -0.28
H -0.08 1.68 -1.78
H 2.93 0.34 1.18



16
Properties=species:S:1:pos:R:3 method="wB97M-V/def2-TZVPD" molar_mass_g_mol=99.1 gap_ev="7.936 / 7.936" fmax_ev_per_a=1.01 homo_energy_ev="-7.451 / -7.452" multiplicity=1
C -0.30 0.75 -2.07
C -0.66 -0.91 -0.46
C 0.44 -0.34 0.28
O 0.82 0.92 -0.57
C 0.11 0.26 1.65
C -0.07 -0.78 2.67
N -0.20 -1.59 3.48
H -0.17 -0.11 -2.70
H -1.32 1.03 -1.87
H 0.28 1.61 -2.44
H -0.49 -1.85 -0.98
H -1.66 -0.83 -0.03
H 1.36 -0.93 0.30
H 1.77 0.98 -0.81
H -0.81 0.85 1.57
H 0.90 0.94 1.99



16
Properties=species:S:1:pos:R:3 method="wB97M-V/def2-TZVPD" molar_mass_g_mol=99.1 gap_ev="8.008 / 9.113" fmax_ev_per_a=2.61 homo_energy_ev="-7.610 / -8.636" multiplicity=1
C -2.00 -0.28 -0.19
C -1.92 -1.49 0.26
C -1.49 1.03 -0.37
C -0.15 1.39 0.46
C 2.49 -0.82 -0.33
N 1.53 -0.17 0.51
O 0.99 0.92 -0.12
H -1.07 -1.88 0.82
H -2.72 -2.20 0.11
H -1.28 1.22 -1.43
H -2.22 1.77 -0.02
H -0.11 2.48 0.45
H -0.27 1.01 1.47
H 2.89 -1.65 0.25
H 2.01 -1.19 -1.24
H 3.31 -0.15 -0.63



16
Properties=species:S:1:pos:R:3 method="wB97M-V/def2-TZVPD" molar_mass_g_mol=99.1 gap_ev=10.636 fmax_ev_per_a=1.74 homo_energy_ev=-9.665 multiplicity=1 smiles="CC(C)C=O.C#N"
C -0.92 -0.35 1.15
C -0.21 0.57 0.18
C -1.06 1.01 -1.01
C 1.26 0.52 0.04
O 2.02 -0.03 0.82
H -1.51 -1.15 0.67
H -1.62 0.27 1.72
H -0.21 -0.82 1.84
H 0.19 1.50 0.76
H -1.98 1.47 -0.64
H -0.53 1.75 -1.62
H -1.35 0.18 -1.67
H 1.60 1.20 -0.76
C 1.46 -2.04 -0.47
N 0.46 -1.83 -1.00
H 2.40 -2.26 -0.01



16
Properties=species:S:1:pos:R:3 method="wB97M-V/def2-TZVPD" molar_mass_g_mol=99.1 gap_ev=10.648 fmax_ev_per_a=0.37 homo_energy_ev=-9.730 multiplicity=1 smiles="[H]/N=C1/CCCCO1"
H 2.83 1.59 -0.15
N 2.65 0.60 -0.03
C 1.40 0.39 -0.05
C 0.86 -1.02 0.02
C -0.61 -1.15 0.39
C -1.41 -0.08 -0.34
C -0.86 1.28 0.04
O 0.53 1.43 -0.25
H 1.00 -1.45 -0.99
H 1.51 -1.59 0.69
H -0.76 -1.04 1.48
H -0.97 -2.16 0.13
H -1.32 -0.22 -1.43
H -2.47 -0.12 -0.09
H -1.03 1.46 1.11
H -1.35 2.09 -0.52



16
Properties=species:S:1:pos:R:3 method="wB97M-V/def2-TZVPD" molar_mass_g_mol=99.1 gap_ev=9.763 fmax_ev_per_a=9.11 homo_energy_ev=-9.084 multiplicity=1
C 2.60 -0.91 -2.37
C 2.33 0.04 -3.06
C 0.28 1.03 2.18
C -0.30 0.61 0.76
C -1.95 -0.89 -0.35
H 2.36 -1.79 -1.72
H 2.42 1.07 -3.33
H -0.45 0.73 2.88
H 0.10 2.13 2.18
H 1.43 0.92 2.31
H -1.85 -0.06 1.52
H -0.95 -1.62 -0.90
H -2.61 -1.68 0.40
H -2.55 -0.23 -1.11
N -1.45 0.10 0.67
O 0.60 0.56 -0.07



16
Properties=species:S:1:pos:R:3 method="wB97M-V/def2-TZVPD" molar_mass_g_mol=99.1 gap_ev=10.368 fmax_ev_per_a=1.06 homo_energy_ev=-10.147 multiplicity=1 smiles="C=CC#N.[H][H].CC=O"
C -0.40 -1.78 -0.90
C 0.35 -1.56 0.17
C 1.70 -1.08 0.04
N 2.79 -0.72 -0.07
H -1.39 -2.22 -0.80
H -0.05 -1.56 -1.90
H 0.00 -1.79 1.17
H -1.88 0.30 -0.95
H -1.71 -0.22 -1.45
C 0.56 1.84 0.35
C -0.51 1.06 1.08
O -1.67 1.06 0.75
H 1.57 1.52 0.62
H 0.43 2.89 0.63
H 0.42 1.76 -0.73
H -0.20 0.50 1.99



16
Properties=species:S:1:pos:R:3 method="wB97M-V/def2-TZVPD" molar_mass_g_mol=99.1 gap_ev=8.342 fmax_ev_per_a=4.18 homo_energy_ev=-7.370 multiplicity=1
C 0.02 0.33 0.25
C -2.11 -0.44 0.11
C -2.99 0.74 0.03
C 2.30 -0.74 0.41
C 0.86 -0.82 -0.10
N 0.04 1.50 0.64
O -2.26 -1.61 0.09
H -3.19 0.93 -1.03
H -3.94 0.58 0.54
H -2.46 1.61 0.44
H 2.31 -0.69 1.50
H 2.82 0.13 0.02
H 2.85 -1.64 0.12
H 0.86 -0.89 -1.20
H 0.38 -1.72 0.28
H 0.94 1.96 0.80



16
Properties=species:S:1:pos:R:3 method="wB97M-V/def2-TZVPD" molar_mass_g_mol=99.1 gap_ev=11.173 fmax_ev_per_a=1.55 homo_energy_ev=-10.353 multiplicity=1 smiles=COC(C)(C)C#N
C 2.12 0.49 -0.37
O 0.84 0.01 -0.88
C -0.41 -0.03 -0.07
C -1.62 -0.52 -0.94
C -0.42 -0.81 1.26
C -0.50 1.42 0.15
N -0.37 2.56 0.29
H 2.09 1.10 0.54
H 2.76 -0.38 -0.20
H 2.63 1.12 -1.12
H -1.92 -1.56 -0.72
H -1.37 -0.44 -1.99
H -2.52 0.09 -0.76
H -1.39 -0.72 1.78
H 0.35 -0.45 1.95
H -0.28 -1.88 1.08



16
Properties=species:S:1:pos:R:3 method="wB97M-V/def2-TZVPD" molar_mass_g_mol=99.1 gap_ev=10.256 fmax_ev_per_a=1.06 homo_energy_ev=-9.276 multiplicity=1 smiles="CC1(C)COC=N1"
C 1.30 -0.54 1.04
C 0.15 -0.11 0.13
C -1.07 -1.14 0.20
C 0.00 1.45 0.17
O -0.70 1.72 -1.05
C -0.37 0.67 -1.83
N 0.32 -0.28 -1.34
H 1.44 -1.62 0.99
H 1.09 -0.29 2.09
H 2.25 -0.07 0.78
H -2.05 -0.68 0.35
H -1.15 -1.70 -0.75
H -0.89 -1.91 0.96
H -0.51 1.97 0.98
H 1.02 1.89 0.08
H -0.84 0.65 -2.81